(1)
ORCA calculation (the ωB97M-V functional and the def2-TZVPD basis) on 5 unconnected molecules or ions with the total composition C38H69NO5S in a non-equilibrium geometry.

Cartesian coordinates (Å):
C (-6.814, -4.485, 2.873)
C (-6.334, -5.951, 2.798)
C (-5.717, -6.316, 1.421)
C (-4.503, -5.427, 1.086)
C (-4.163, -5.578, -0.416)
C (-2.961, -4.660, -0.791)
C (-2.160, -5.356, -1.909)
C (-1.047, -4.496, -2.541)
C (-0.225, -3.669, -1.524)
C (0.424, -4.526, -0.409)
C (1.873, -4.098, -0.047)
C (1.902, -2.559, 0.126)
C (3.106, -2.033, 0.957)
C (2.763, -0.821, 1.879)
C (3.355, 0.546, 1.418)
C (2.321, 1.507, 0.769)
C (1.590, 0.747, -0.360)
C (1.081, 1.644, -1.512)
C (0.560, 3.003, -1.087)
C (1.076, 4.121, -1.722)
C (0.602, 5.366, -1.393)
C (-0.382, 5.577, -0.449)
C (-0.868, 4.457, 0.183)
C (-0.413, 3.197, -0.131)
O (-0.934, 2.083, 0.503)
N (-0.922, 6.869, -0.115)
C (0.062, 7.920, -0.085)
C (-0.079, 8.909, 0.873)
C (0.826, 9.940, 0.918)
C (1.889, 10.047, 0.047)
C (2.037, 9.066, -0.911)
C (1.119, 8.046, -0.960)
S (1.287, 6.792, -2.225)
H (-5.961, -3.861, 3.154)
H (-7.609, -4.411, 3.618)
H (-7.157, -4.190, 1.874)
H (-5.555, -6.154, 3.549)
H (-7.145, -6.667, 2.983)
H (-6.506, -6.113, 0.680)
H (-5.451, -7.378, 1.369)
H (-4.725, -4.370, 1.266)
H (-3.622, -5.776, 1.640)
H (-5.019, -5.401, -1.076)
H (-3.799, -6.607, -0.557)
H (-2.317, -4.590, 0.093)
H (-3.309, -3.686, -1.153)
H (-1.763, -6.329, -1.590)
H (-2.879, -5.578, -2.716)
H (-1.546, -3.763, -3.195)
H (-0.348, -5.068, -3.164)
H (0.486, -3.063, -2.098)
H (-0.919, -2.966, -1.043)
H (-0.161, -4.356, 0.506)
H (0.370, -5.593, -0.655)
H (2.464, -4.316, -0.951)
H (2.253, -4.634, 0.826)
H (2.005, -2.137, -0.878)
H (0.969, -2.200, 0.575)
H (3.969, -1.803, 0.319)
H (3.437, -2.870, 1.592)
H (1.678, -0.772, 2.038)
H (3.188, -1.065, 2.863)
H (4.115, 0.321, 0.656)
H (3.869, 1.011, 2.267)
H (1.645, 1.911, 1.528)
H (2.912, 2.289, 0.271)
H (2.335, 0.069, -0.799)
H (0.820, 0.097, 0.065)
H (1.917, 1.791, -2.205)
H (0.300, 1.109, -2.070)
H (1.845, 4.004, -2.480)
H (-1.653, 4.589, 0.928)
H (-0.943, 2.237, 1.455)
H (-1.568, 7.084, -0.880)
H (-0.929, 8.829, 1.546)
H (0.670, 10.694, 1.689)
H (2.599, 10.863, 0.130)
H (2.870, 9.107, -1.607)
C (6.683, -2.544, 3.150)
C (6.738, -3.828, 2.344)
O (7.980, -4.501, 2.537)
H (7.499, -1.879, 2.865)
H (5.735, -2.024, 2.994)
H (6.797, -2.752, 4.217)
H (6.646, -3.616, 1.280)
H (5.925, -4.503, 2.632)
H (8.061, -4.701, 3.474)
C (2.798, 7.936, -6.643)
C (4.064, 7.344, -6.057)
O (4.529, 8.148, -4.978)
H (2.979, 8.952, -6.997)
H (2.433, 7.333, -7.477)
H (2.015, 7.996, -5.883)
H (4.854, 7.306, -6.806)
H (3.887, 6.327, -5.691)
H (3.832, 8.169, -4.314)
C (-5.148, 6.144, 0.989)
C (-5.342, 5.585, -0.408)
O (-4.209, 5.858, -1.228)
H (-4.983, 7.221, 0.949)
H (-6.018, 5.944, 1.616)
H (-4.268, 5.702, 1.463)
H (-6.207, 6.042, -0.886)
H (-5.500, 4.502, -0.371)
H (-3.445, 5.444, -0.813)
C (-1.325, -8.281, 2.511)
C (0.031, -8.101, 1.853)
O (0.492, -6.759, 1.990)
H (-2.055, -7.601, 2.069)
H (-1.684, -9.305, 2.398)
H (-1.271, -8.046, 3.577)
H (-0.031, -8.315, 0.787)
H (0.768, -8.777, 2.299)
H (0.560, -6.567, 2.930)

Properties
* electronic energy: -2318.40675 Eh
* F_max: 2.09 eV/Å
* E_HOMO: -8.05 eV
* gap between HOMO and LUMO: 0.313 Eh
* SMILES: CCCCCCCCCCCCCCCCCCc1cc2c(cc1O)Nc1ccccc1S2.CCO.CCO.CCO.CCO



(2)
ORCA calculation (the ωB97M-V functional and the def2-TZVPD basis) on CH7N5 in the gas phase in a non-equilibrium geometry.

Cartesian coordinates (Å):
N (0.264, 1.404, -0.091)
C (0.128, 0.139, -0.046)
N (-1.048, -0.671, -0.079)
N (-2.223, 0.086, -0.109)
N (1.231, -0.695, -0.035)
N (2.475, -0.073, -0.075)
H (-0.691, 1.745, 0.010)
H (-0.972, -1.397, 0.639)
H (-2.924, -0.400, -0.654)
H (-2.536, 0.389, 0.844)
H (1.156, -1.546, -0.592)
H (2.352, 0.753, -0.654)
H (2.789, 0.266, 0.842)

Properties
* electronic energy: -316.02197 Eh
* F_max: 1.48 eV/Å
* E_HOMO: -9.20 eV
* gap between HOMO and LUMO: 0.370 Eh
* ΔE to the lowest compared entry with this formula, charge and spin: 1.9 kcal/mol
* SMILES: N=C(NN)NN



(3)
ORCA calculation (the ωB97M-V functional and the def2-TZVPD basis) on a molecular structure, C36H43AsI2N8O3S2Ti in a non-equilibrium geometry.

Cartesian coordinates (Å):
Ti (0.594, -1.093, -0.600)
I (-6.495, -3.353, -1.812)
C (-4.622, -2.343, -1.388)
C (-4.362, -1.106, -1.948)
C (-3.168, -0.433, -1.686)
I (-0.013, -2.313, -3.194)
C (-2.258, -1.104, -0.828)
O (-1.061, -0.532, -0.552)
C (-2.566, -2.328, -0.201)
C (-1.677, -2.896, 0.885)
N (-0.247, -2.855, 0.580)
C (0.276, -4.055, -0.053)
C (1.657, -3.792, -0.599)
C (2.522, -4.819, -0.907)
C (3.739, -4.535, -1.509)
C (4.040, -3.206, -1.778)
C (3.133, -2.233, -1.437)
N (1.952, -2.505, -0.855)
C (-3.771, -2.956, -0.498)
H (-5.121, -0.649, -2.583)
H (-1.830, -2.297, 1.785)
H (-1.994, -3.923, 1.120)
H (0.281, -2.708, 1.438)
H (0.305, -4.910, 0.639)
H (-0.380, -4.313, -0.892)
H (2.243, -5.841, -0.684)
H (4.424, -5.330, -1.770)
H (4.982, -2.928, -2.230)
H (3.335, -1.188, -1.639)
H (-4.028, -3.895, -0.022)
N (5.841, -0.092, 6.802)
C (5.071, -0.451, 5.676)
C (3.760, -0.892, 5.829)
C (3.010, -1.264, 4.724)
C (3.573, -1.178, 3.466)
C (4.893, -0.792, 3.302)
C (5.639, -0.413, 4.403)
S (2.715, -1.817, 2.035)
O (3.774, -2.429, 1.261)
O (1.731, -2.757, 2.554)
N (1.943, -0.718, 1.108)
C (1.975, 0.616, 1.433)
N (2.471, 1.060, 2.559)
C (2.417, 2.405, 2.837)
C (1.775, 3.280, 1.983)
C (1.293, 2.793, 0.796)
N (1.463, 1.447, 0.464)
H (5.282, 0.230, 7.577)
H (6.571, 0.568, 6.584)
H (3.330, -0.926, 6.824)
H (1.984, -1.590, 4.826)
H (5.310, -0.777, 2.305)
H (6.664, -0.077, 4.286)
H (2.875, 2.712, 3.771)
H (1.649, 4.324, 2.241)
H (0.735, 3.388, 0.087)
C (-4.031, 2.368, -3.178)
As (-2.357, 2.112, -2.148)
C (-1.761, 4.028, -2.647)
C (-1.283, 1.231, -3.566)
C (-0.740, 2.065, -4.665)
C (-1.493, 2.342, -5.808)
C (-0.971, 3.081, -6.857)
C (0.331, 3.560, -6.797)
C (1.094, 3.296, -5.667)
C (0.566, 2.560, -4.619)
H (-3.813, 2.819, -4.147)
H (-4.703, 3.035, -2.634)
H (-4.526, 1.410, -3.329)
H (-1.928, 4.267, -3.701)
H (-0.697, 4.172, -2.437)
H (-2.318, 4.750, -2.041)
H (-1.934, 0.451, -3.955)
H (-0.474, 0.749, -3.027)
H (-2.497, 1.939, -5.881)
H (-1.572, 3.271, -7.739)
H (0.750, 4.112, -7.631)
H (2.116, 3.654, -5.614)
H (1.183, 2.344, -3.754)
C (-3.950, 1.308, 4.419)
N (-3.372, 0.171, 3.710)
C (-2.535, 0.473, 2.627)
S (-0.897, 0.185, 2.726)
N (-3.121, 1.010, 1.560)
C (-4.551, 0.995, 1.318)
H (-4.571, 0.931, 5.232)
H (-4.570, 1.895, 3.743)
H (-3.179, 1.964, 4.842)
H (-2.833, -0.399, 4.345)
H (-2.524, 1.120, 0.743)
H (-4.981, 1.991, 1.469)
H (-5.032, 0.281, 1.985)
H (-4.723, 0.699, 0.285)
C (1.294, 0.933, -0.892)
H (2.295, 0.953, -1.381)
H (0.672, 1.666, -1.409)

Properties
* electronic energy: -6538.44911 Eh
* F_max: 4.09 eV/Å
* E_HOMO (alpha / beta): -0.08 / -1.17 eV
* gap between HOMO and LUMO (alpha / beta): 0.141 / 0.182 Eh
* net charge: -2
* ΔE to the lowest compared entry with this formula, charge and spin: 29.4 kcal/mol
* spin multiplicity: 3